Record 1
Molecular formula: C5H5N
Method: DFT, ωB97M-V/def2-TZVPD

Its LUMO energy is -0.58 eV. The value obtained for the calculated total energy is -248.10987 a.u. The calculation puts the energy relative to the best compared isomer or geometry (same formula, charge and spin) at 433.6 kJ/mol. The value obtained for the highest occupied orbital energy is -8.27 eV. The value obtained for the HOMO-LUMO gap is 0.2827 hartree.

```
! wB97M-V def2-TZVPD RIJCOSX def2/J DEFGRID3
* xyz 0 1
C 0.0757 0.1302 1.2216
C 0.9453 1.1403 0.6208
C 0.8182 1.1238 -0.8139
N 0.1166 0.2930 -1.5671
C -0.7103 -0.5974 -0.9555
C -0.8172 -0.7011 0.4075
H 0.0783 -0.0049 2.3121
H 0.9046 -0.6194 0.8806
H 1.3704 1.8784 -1.3761
H -1.3105 -1.2184 -1.6168
H -1.4711 -1.4245 0.8867
*
```

Record 2
Molecular formula: C33H41BMnN9O7S3
Method: DFT, ωB97M-V/def2-TZVPD

Its LUMO energy (alpha / beta) is -7.83 / -8.60 eV. The value obtained for the calculated total energy is -4671.27625 a.u. The value obtained for the highest occupied orbital energy (alpha / beta) is -14.27 / -14.48 eV. The value obtained for the HOMO-LUMO gap (alpha / beta) is 0.2367 / 0.2161 hartree.

```
! wB97M-V def2-TZVPD RIJCOSX def2/J DEFGRID3
* xyz 2 5
Mn -0.6811 1.1463 2.5322
C -1.1349 4.7870 -1.1670
C -0.6293 3.3989 -1.4506
C -0.2473 2.9792 -2.6778
C 0.1636 1.6391 -2.9095
N 0.3344 0.8029 -1.9173
N -0.0005 1.2379 -0.6718
B 0.3659 0.3018 0.5242
N 1.8716 0.3252 0.8878
N 2.5693 -0.4421 0.0285
C 3.8545 -0.5819 0.2464
C 4.4708 0.0597 1.3511
C 3.7674 0.8488 2.1997
C 4.3745 1.5401 3.3878
C 2.3877 0.9696 1.9336
S 1.4114 1.9305 2.9724
C 4.6802 -1.4723 -0.6686
C 5.9096 -0.6821 -1.1480
C 5.1301 -2.6991 0.1434
C 3.8738 -1.9171 -1.8786
N -0.2355 -1.1049 0.5135
N -0.5929 -1.5958 -0.6773
C -1.0774 -2.8123 -0.7167
C -1.2626 -3.5656 0.4695
C -0.8832 -3.0768 1.6824
C -1.0880 -3.8293 2.9668
C -0.3499 -1.7732 1.6798
S 0.1399 -0.9864 3.1198
C -1.3849 -3.3582 -2.1048
C -2.2773 -2.3486 -2.8491
C -0.0371 -3.5431 -2.8286
C -2.0911 -4.7123 -2.0389
C -0.5401 2.4387 -0.4171
S -1.1776 2.8477 1.1248
C 0.3603 1.1830 -4.3525
C 1.5272 1.9730 -4.9678
C 0.6269 -0.3083 -4.4573
C -0.9407 1.4832 -5.1207
H -1.1149 5.3960 -2.0692
H -0.5264 5.2726 -0.3992
H -2.1619 4.7601 -0.7905
H -0.2984 3.6702 -3.5118
H 5.5266 -0.1037 1.5378
H 5.4306 1.3001 3.4784
H 3.8649 1.2444 4.3095
H 4.2723 2.6270 3.3010
H 6.5845 -0.4191 -0.3285
H 5.6156 0.2375 -1.6642
H 6.4769 -1.2957 -1.8510
H 5.7293 -2.4181 1.0165
H 5.7466 -3.3444 -0.4872
H 4.2689 -3.2811 0.4875
H 3.5488 -1.0490 -2.4508
H 2.9862 -2.4887 -1.5926
H 4.5012 -2.5415 -2.5187
H -1.7086 -4.5516 0.4140
H -1.2709 -4.8844 2.7698
H -1.9579 -3.4246 3.4942
H -0.2311 -3.7385 3.6356
H -1.8472 -1.3433 -2.8243
H -3.2769 -2.3079 -2.4026
H -2.3869 -2.6567 -3.8921
H 0.5521 -2.6292 -2.8054
H -0.2146 -3.8262 -3.8699
H 0.5457 -4.3429 -2.3578
H -3.0637 -4.6494 -1.5396
H -1.4815 -5.4741 -1.5422
H -2.2713 -5.0586 -3.0579
H 2.4556 1.8088 -4.4099
H 1.3335 3.0491 -5.0071
H 1.6858 1.6336 -5.9941
H 1.5389 -0.5964 -3.9420
H 0.7247 -0.5798 -5.5108
H -0.2018 -0.8752 -4.0335
H -1.1795 2.5505 -5.1428
H -1.7903 0.9480 -4.6832
H -0.8294 1.1522 -6.1563
O -7.3040 3.4509 5.8420
N -6.9839 2.4577 5.2201
O -7.7181 1.5414 4.9015
C -5.5612 2.3435 4.8271
C -4.6809 3.3617 5.1623
C -3.3628 3.2574 4.8075
C -2.8514 2.1226 4.1456
O -1.5704 1.8962 3.9992
C -3.8234 1.1818 3.7382
C -5.1637 1.2656 4.1027
N -3.4529 0.0936 2.8746
O -2.4187 0.1855 2.1447
O -4.1465 -0.8648 2.7712
N -2.4950 4.4193 5.1175
O -1.5182 4.6034 4.4118
O -2.7992 5.0866 6.0846
H -5.0366 4.2367 5.6893
H -5.8760 0.5076 3.8067
*
```

Record 3
Molecular formula: CHN2P
Method: DFT, ωB97M-V/def2-TZVPD

Its LUMO energy is -1.93 eV. The value obtained for the calculated total energy is -489.40077 a.u. The SMILES is N#C[PH]#N. The calculation puts the energy relative to the best compared isomer or geometry (same formula, charge and spin) at 248.6 kJ/mol. The value obtained for the highest occupied orbital energy is -11.20 eV. The value obtained for the HOMO-LUMO gap is 0.3405 hartree.

```
! wB97M-V def2-TZVPD RIJCOSX def2/J DEFGRID3
* xyz 0 1
N -2.5807 1.1887 1.2795
C -1.4519 0.9966 1.1711
P 0.5651 0.1157 0.9714
N 1.9503 -0.1048 1.5079
H 0.2112 -0.5301 -0.1415
*
```

Record 4
Molecular formula: C34H68F4NO6SSbSi2Sn
Method: DFT, ωB97M-V/def2-TZVPD

Its LUMO energy is 4.23 eV. The value obtained for the calculated total energy is -3673.81676 a.u. The calculation puts the energy relative to the best compared isomer or geometry (same formula, charge and spin) at 0.0 kJ/mol. The value obtained for the highest occupied orbital energy is -1.96 eV. The value obtained for the HOMO-LUMO gap is 0.2276 hartree.

```
! wB97M-V def2-TZVPD RIJCOSX def2/J DEFGRID3
* xyz -2 1
Sn -0.0473 1.7989 -0.8406
C 0.5148 4.6108 1.4244
Si -1.2993 4.2828 1.8122
C -2.2921 5.6925 1.0213
C -1.4448 4.5208 3.6905
N -1.7483 2.7400 1.2643
C -2.9139 2.1376 1.5667
C -4.0414 2.7013 2.2228
C -5.2004 1.9845 2.4902
C -5.3309 0.6545 2.1183
C -4.2588 0.0574 1.4520
C -3.1255 0.7857 1.2010
F -2.1221 0.1764 0.5219
H 0.6450 5.2519 0.5489
H 1.0363 3.6761 1.2152
H 1.0105 5.0934 2.2724
H -1.9282 6.6663 1.3667
H -3.3582 5.6248 1.2513
H -2.1860 5.6595 -0.0664
H -1.1025 5.5231 3.9686
H -0.8092 3.7928 4.2024
H -2.4604 4.3900 4.0689
H -3.9919 3.7432 2.5149
H -6.0204 2.4839 2.9968
H -6.2347 0.0959 2.3250
H -4.2932 -0.9725 1.1157
C -3.8052 -3.7253 -2.4935
C -3.2377 -2.3930 -2.0182
C -3.7166 -1.2435 -2.8975
Sb -1.0689 -2.1751 -1.7354
C -0.6074 -4.2457 -1.1303
C -1.3190 -4.5294 0.1907
C -0.7682 -5.4100 -2.1017
C -0.3645 -2.2162 -3.7910
C -1.1088 -3.0476 -4.8283
C 1.1205 -2.5776 -3.7561
H -4.8960 -3.6533 -2.6039
H -3.6020 -4.5369 -1.7937
H -3.3999 -4.0159 -3.4648
H -3.6104 -2.2040 -1.0054
H -3.3940 -1.3689 -3.9344
H -3.3175 -0.2926 -2.5501
H -4.8121 -1.1785 -2.8985
H 0.4615 -4.1540 -0.9151
H -2.3967 -4.6480 0.0454
H -1.1771 -3.7222 0.9136
H -0.9487 -5.4543 0.6513
H -1.8030 -5.5511 -2.4175
H -0.4428 -6.3479 -1.6290
H -0.1641 -5.2741 -2.9988
H -0.4312 -1.1599 -4.0650
H -1.0992 -4.1129 -4.5878
H -0.6290 -2.9299 -5.8084
H -2.1507 -2.7444 -4.9397
H 1.2747 -3.6247 -3.4712
H 1.6672 -1.9473 -3.0535
H 1.5725 -2.4212 -4.7398
O 1.8960 0.7819 0.6296
O 0.6556 0.0851 0.2171
C -3.3998 2.4389 -1.8446
C -2.3511 2.0358 -2.8755
C -1.7240 3.2801 -3.5123
O -1.3569 1.1939 -2.3452
H -4.1809 3.0572 -2.2986
H -2.9299 3.0120 -1.0405
H -3.8751 1.5660 -1.3933
H -2.8534 1.4765 -3.6821
H -1.2431 3.8902 -2.7416
H -2.4747 3.8966 -4.0185
H -0.9506 2.9881 -4.2221
F 4.4803 1.6010 -2.7649
C 3.8557 0.9564 -3.7664
F 4.1757 -0.3473 -3.6644
F 4.3888 1.4056 -4.9235
S 2.0242 1.2073 -3.7229
O 1.8584 2.6309 -3.8771
O 1.5761 0.3945 -4.8277
O 1.7311 0.6903 -2.3903
C 0.5220 1.1785 3.3039
C 1.2048 -0.1979 3.2879
C 1.8577 -0.4204 4.6586
C 0.0738 -1.2252 3.1389
Si 2.4854 -0.1956 1.8379
C 2.9292 -1.8952 1.0315
C 4.1630 -2.5762 1.6374
C 3.1846 -1.6357 -0.4647
C 1.7870 -2.9145 1.0988
C 4.0797 0.8033 2.2971
C 4.9726 0.2267 3.4034
C 4.9457 0.9457 1.0318
C 3.6717 2.2274 2.7157
H -0.2217 1.1974 4.1110
H -0.0045 1.3883 2.3743
H 1.2263 1.9914 3.4893
H 1.0740 -0.4449 5.4262
H 2.5409 0.3876 4.9220
H 2.4068 -1.3668 4.7177
H -0.6782 -1.0271 3.9134
H 0.4151 -2.2508 3.2730
H -0.4189 -1.1353 2.1697
H 5.0795 -2.0077 1.4771
H 4.3008 -3.5540 1.1582
H 4.0555 -2.7513 2.7127
H 4.0366 -0.9819 -0.6475
H 2.3177 -1.1750 -0.9387
H 3.3893 -2.5954 -0.9584
H 1.6501 -3.3183 2.1027
H 2.0351 -3.7583 0.4425
H 0.8459 -2.4830 0.7587
H 5.3148 -0.7838 3.1837
H 4.4830 0.2083 4.3764
H 5.8659 0.8588 3.5012
H 5.3959 -0.0007 0.7295
H 5.7646 1.6459 1.2401
H 4.3762 1.3326 0.1858
H 3.3241 2.2623 3.7515
H 2.8856 2.6357 2.0806
H 4.5370 2.8976 2.6359
*
```

Record 5
Molecular formula: C5H4O2
Method: DFT, ωB97M-V/def2-TZVPD

Its LUMO energy is -0.59 eV. The value obtained for the calculated total energy is -343.37210 a.u. The SMILES is O=C1C=CCC1=O. The calculation puts the energy relative to the best compared isomer or geometry (same formula, charge and spin) at 53.2 kJ/mol. The value obtained for the highest occupied orbital energy is -9.41 eV. The value obtained for the HOMO-LUMO gap is 0.3242 hartree.

```
! wB97M-V def2-TZVPD RIJCOSX def2/J DEFGRID3
* xyz 0 1
O 0.2508 -2.4821 -0.6240
C 0.0921 -1.3440 -0.2566
C 0.2989 -0.7419 1.0776
C 0.1335 0.5860 1.0153
C -0.0843 1.1083 -0.3828
C -0.4018 -0.1718 -1.1549
O -0.9433 -0.2903 -2.2207
H 0.5099 -1.3212 1.9687
H 0.1414 1.2453 1.8782
H 0.8498 1.5191 -0.7903
H -0.8399 1.8940 -0.4624
*
```

Record 6
Molecular formula: C5H14
Method: DFT, ωB97M-V/def2-TZVPD

Its LUMO energy is 1.15 eV. The value obtained for the calculated total energy is -198.87360 a.u. The SMILES is CCC.CC. The calculation puts the energy relative to the best compared isomer or geometry (same formula, charge and spin) at 40.8 kJ/mol. The value obtained for the highest occupied orbital energy is -11.12 eV. The value obtained for the HOMO-LUMO gap is 0.4510 hartree.

```
! wB97M-V def2-TZVPD RIJCOSX def2/J DEFGRID3
* xyz 0 1
C 0.1616 1.0978 -1.9634
C -0.5949 -0.2148 -1.7209
C -2.0045 -0.0742 -1.1121
H 1.1815 1.1101 -1.5994
H -0.3985 1.9181 -1.5208
H 0.2302 1.3213 -3.0268
H -0.6534 -0.8552 -2.5978
H -0.0163 -0.8829 -1.0841
H -2.7291 -0.6744 -1.6593
H -1.9833 -0.3517 -0.0672
H -2.3845 0.9387 -1.2091
C 0.6279 -0.9556 2.3386
C 1.6430 0.1243 2.0847
H 0.6410 -1.3136 3.3673
H -0.3642 -0.6219 2.0656
H 0.8374 -1.8988 1.8325
H 1.5824 0.9900 2.7481
H 2.6938 -0.1934 2.0528
H 1.5299 0.5361 1.0713
*
```

Record 7
Molecular formula: C3H9NO2
Method: DFT, ωB97M-V/def2-TZVPD

Its LUMO energy is 0.75 eV. The value obtained for the calculated total energy is -324.93028 a.u. The SMILES is CC(=O)O.CN. The calculation puts the energy relative to the best compared isomer or geometry (same formula, charge and spin) at 111.1 kJ/mol. The value obtained for the highest occupied orbital energy is -9.40 eV. The value obtained for the HOMO-LUMO gap is 0.3733 hartree.

```
! wB97M-V def2-TZVPD RIJCOSX def2/J DEFGRID3
* xyz 0 1
C -1.0699 1.2087 0.5009
C -1.2691 -0.1109 -0.1837
O -0.8751 -0.5543 -1.2201
O -2.0016 -0.8848 0.6813
H -1.9121 1.5853 1.0637
H -0.9558 1.9589 -0.2764
H -0.1467 1.3752 1.0316
H -2.0599 -1.7816 0.3062
C 2.4386 0.8155 0.2435
N 2.1790 -0.6330 -0.0104
H 3.4234 0.7643 0.7013
H 1.7830 1.1673 1.0262
H 2.3557 1.3824 -0.6818
H 1.1911 -0.7472 -0.2149
H 2.5773 -0.8648 -0.9159
*
```

Record 8
Molecular formula: C13H36O6
Method: DFT, ωB97M-V/def2-TZVPD

Its LUMO energy is 0.24 eV. The value obtained for the calculated total energy is -968.30285 a.u. The SMILES is C1CCOC1.CC(C)O.CC(C)O.CC(C)O.O.O. The calculation puts the energy relative to the best compared isomer or geometry (same formula, charge and spin) at 0.0 kJ/mol. The value obtained for the highest occupied orbital energy is -9.22 eV. The value obtained for the HOMO-LUMO gap is 0.3478 hartree.

```
! wB97M-V def2-TZVPD RIJCOSX def2/J DEFGRID3
* xyz 0 1
C -0.6059 -3.7391 -1.2792
C -1.7496 -4.3435 -2.0951
C -2.2611 -5.5358 -1.2591
O -1.4534 -5.5949 -0.1085
C -0.8996 -4.3097 0.1239
H -0.6278 -2.6531 -1.2925
H 0.3816 -4.0741 -1.5925
H -1.3985 -4.7289 -3.0560
H -2.5650 -3.6822 -2.3881
H -2.1786 -6.4636 -1.8284
H -3.3147 -5.4246 -0.9743
H -0.0566 -4.5063 0.7888
H -1.6567 -3.7559 0.6966
C 2.8424 -1.0971 1.7046
C 1.5816 -1.7632 2.2422
C 1.2084 -1.3427 3.6560
O 0.4954 -1.3660 1.3864
H 2.7328 -0.0303 1.5103
H 3.1928 -1.5826 0.7960
H 3.6633 -1.2313 2.4179
H 1.7038 -2.8452 2.1834
H 2.0871 -1.2069 4.2993
H 0.5206 -1.9730 4.2161
H 0.8004 -0.3277 3.6576
H 0.6384 -0.5070 0.9662
C -1.7842 3.7040 1.7525
C -0.2750 3.8328 1.9948
C 0.2406 2.5988 2.7054
O 0.3214 3.7900 0.6859
H -2.3904 3.4392 2.6252
H -2.0321 2.8649 1.0995
H -2.2250 4.6500 1.4364
H -0.0972 4.7953 2.4757
H 1.3148 2.6345 2.9224
H 0.0967 1.6527 2.1814
H -0.2061 2.4121 3.6888
H 1.2759 3.8841 0.7888
C 1.8645 -0.5041 -2.0549
C 1.3769 0.9252 -1.8784
C 0.1768 1.2637 -2.7029
O 1.1391 1.1411 -0.4941
H 1.0783 -1.2299 -1.8598
H 2.6185 -0.7734 -1.3215
H 2.2366 -0.5426 -3.0798
H 2.1351 1.6795 -2.1583
H 0.3431 0.9802 -3.7460
H -0.0730 2.3297 -2.6844
H -0.7523 0.7725 -2.3942
H 0.6870 1.9812 -0.3381
O -0.9212 5.2731 -3.1890
H -0.3499 4.6606 -2.7114
H -0.8104 6.1133 -2.7304
O -3.0427 3.1067 -1.8343
H -2.5713 3.8322 -1.4104
H -2.4555 2.8176 -2.5403
*
```